16
Properties=species:S:1:pos:R:3:nbo_charge:R:1 method="wB97M-V/def2-TZVPD" homo_lumo_gap_ha="0.2835 / 0.2833" e_homo_ha="-0.2802 / -0.2800" energy_ev=-7388.6570 relative_energy_ev=6.1083
C -1.4028 0.4154 -0.0919 -0.686
C -1.0616 -1.0177 0.3108 -0.424
C 0.3724 -0.8881 0.7685 -0.269
C 1.4213 -0.8027 -0.3258 -0.485
C 0.9214 0.4264 0.3011 0.121
O 0.5800 1.8015 -1.1180 -0.875
H -1.6632 1.0102 0.7916 0.187
H -2.2282 0.5069 -0.8144 0.203
H -0.3337 1.2649 -0.8701 0.459
H -1.7138 -1.4271 1.0952 0.200
H -1.1385 -1.7032 -0.5418 0.199
H 0.6800 -1.2516 1.7492 0.222
H 2.4505 -1.0860 -0.1125 0.232
H 1.0949 -1.0309 -1.3377 0.242
H 1.5269 1.1211 0.8659 0.207
H 0.4944 2.6610 -0.6700 0.469

***

32
Properties=species:S:1:pos:R:3:nbo_charge:R:1 method="wB97M-V/def2-TZVPD" homo_lumo_gap_ha=0.1195 total_charge=+1 e_homo_ha=-0.4484 energy_ev=-99558.1181 relative_energy_ev=5.1555
Sn 5.4399 -0.1857 1.8091 1.417
O 1.4665 0.0044 -0.0097 -0.838
H 0.5828 0.4101 0.0862 0.421
C -0.5116 -0.4391 4.2294 -0.486
N 0.1476 -1.5310 4.9808 0.524
O -0.3952 -1.8392 6.0412 -0.351
O 1.1282 -2.0786 4.5031 -0.394
H 0.2892 0.2254 3.9051 0.216
H -1.1178 0.1599 4.9089 0.243
H -1.0319 -0.8376 3.3584 0.248
C 2.0847 -4.5924 -1.7470 -0.492
N 2.3385 -4.7689 -0.2730 0.540
O 3.4145 -4.3996 0.1298 -0.420
O 1.4619 -5.2389 0.4273 -0.343
H 2.3204 -3.5593 -2.0025 0.231
H 1.0144 -4.6563 -1.9428 0.239
H 2.6608 -5.3274 -2.3092 0.244
C -5.6176 2.4500 -0.7587 -0.396
Cl -5.0903 3.6668 -1.9465 -0.022
Cl -4.2204 1.9725 0.1844 -0.036
H -6.3691 2.8876 -0.1015 0.228
H -6.0142 1.5549 -1.2379 0.226
C 0.1682 0.4962 -4.5112 -0.399
Cl -0.0373 2.1687 -5.0632 -0.025
Cl 0.3904 -0.5853 -5.8856 -0.020
H 1.0619 0.4375 -3.8899 0.219
H -0.7549 0.2302 -3.9962 0.225
C 0.9633 4.5074 0.2322 -0.340
Cl 2.6384 4.9911 0.7382 -0.064
Cl 0.0977 6.0490 -0.3567 -0.038
H 1.0414 3.7820 -0.5776 0.223
H 0.4498 4.0452 1.0752 0.219